22
Properties=species:S:1:pos:R:3:forces:R:3:mulliken_charge:R:1 method="wB97M-V/def2-TZVPD" multiplicity=1 de_lowest_kj_mol=584.7 lumo_ha="0.01943 / 0.01409" charge=0
C -0.561 -2.468 -0.484 2.0201 -1.8705 -0.4455 -0.544
C -0.352 -1.216 -0.479 -1.4168 4.2666 1.5811 -0.078
C -2.405 0.374 -0.550 2.0079 -0.0142 -2.1440 0.273
C 1.106 0.965 -1.693 3.4517 -1.6639 2.0271 -1.104
C 2.484 -0.534 0.651 -3.2286 -2.3546 1.7343 -1.055
C 0.022 1.356 1.288 1.9584 2.3274 -1.5851 -1.316
N -3.104 0.079 0.534 2.2263 -0.8689 3.5421 -0.384
O -2.514 1.086 -1.506 -0.5862 -0.6272 0.9707 -0.459
Si 0.791 0.166 0.031 0.6197 -0.0137 -1.9471 0.378
H 0.362 -3.027 -0.344 0.2107 -0.4864 0.4389 0.233
H -1.279 -3.071 -0.930 -1.9428 -0.6301 -0.4235 0.343
H 1.567 0.287 -2.454 -0.1947 0.1656 0.9272 0.296
H 0.333 1.394 -2.172 -2.9087 1.6826 -1.2547 0.427
H 1.875 1.711 -1.431 -0.1555 0.1467 -0.4970 0.278
H 3.311 0.062 0.863 1.1405 1.3133 0.3688 0.397
H 2.166 -1.119 1.639 0.8570 1.2118 -1.7014 0.218
H 2.796 -1.340 -0.005 0.0362 -0.0688 -0.3453 0.303
H -0.733 2.097 0.979 0.3434 -0.4661 -0.3325 0.367
H -0.361 0.847 2.069 -1.6403 -2.1041 2.6458 0.517
H 0.808 1.949 1.835 -0.3096 -0.3925 -0.8807 0.332
H -2.336 -0.137 1.336 -3.0514 0.3618 -2.3350 0.316
H -3.975 0.540 0.824 0.5628 0.0852 -0.3442 0.264